Entry from the OMol25 dataset: a single C5H8O2 molecule in a non-equilibrium geometry (ωB97M-V/def2-TZVPD).

Element x y z (Å)
C: -1.83 -0.41 0.41
C: -0.81 0.65 0.23
O: -1.37 1.88 0.10
C: 0.49 0.60 0.46
C: 1.52 -0.42 0.21
C: 1.41 -0.83 -1.21
O: 2.31 -0.93 -2.00
H: -2.42 -0.11 1.28
H: -2.46 -0.45 -0.47
H: -1.39 -1.40 0.60
H: -0.68 2.53 -0.10
H: 0.97 1.56 0.62
H: 2.49 0.01 0.48
H: 1.34 -1.33 0.78
H: 0.43 -1.35 -1.39

As for the SMILES: C/C(O)=C\CC=O. For the highest occupied orbital energy, the calculation gives -8.715 eV. Its maximum force is 0.04183 hartree/bohr. The value obtained for the relative energy (zero: lowest compared OMol25 entry of this formula, charge and spin) is 1.653 eV. As for the net charge: 0. The calculation puts the orbital gap at 9.45 eV. As for the LUMO energy: 0.7345 eV.

Here are the natural (NBO) charges for atoms 1 to 4, given in e: number 1, C, carries -0.67; number 2, C, carries 0.34; number 3, O, carries -0.68; number 4, C, carries -0.32